This record from the OMol25 dataset describes a structure of composition C36H39AsBaCl3N6O3PS. The level of theory is wB97M-V/def2-TZVPD.

The value obtained for the relative energy (zero: lowest compared OMol25 entry of this formula, charge and spin) is 58.5 kJ/mol. Its net charge is 0. The spin multiplicity is 1. For the gap between HOMO and LUMO, the calculation gives 7.409 eV.

Geometry (Å):
Ba  -0.634202  -0.544302  -0.633939
N  3.151961  2.807230  -1.493203
C  2.238319  1.802760  -1.442700
S  0.613238  2.261951  -1.094548
N  2.750827  0.604229  -1.645609
N  1.856499  -0.426661  -1.660031
C  2.415847  -1.590862  -1.658569
C  3.879883  -1.811734  -1.524205
C  4.519873  -1.503911  -0.327641
C  5.874233  -1.753621  -0.180546
C  6.601799  -2.301864  -1.230205
C  5.967651  -2.607029  -2.424623
C  4.606911  -2.369397  -2.567966
C  1.547009  -2.803237  -1.666425
C  2.051468  -4.027433  -1.219985
C  1.213731  -5.120828  -1.145929
C  -0.113478  -4.981544  -1.528370
C  -0.531075  -3.738598  -1.957481
N  0.263422  -2.668820  -2.036278
H  2.882109  3.696664  -1.115280
H  4.124720  2.549198  -1.508808
H  3.945606  -1.072299  0.482794
H  6.364487  -1.518425  0.755470
H  7.661114  -2.492315  -1.115119
H  6.530199  -3.033030  -3.245542
H  4.108029  -2.615059  -3.498386
H  3.081963  -4.100319  -0.903793
H  1.584499  -6.067140  -0.774735
H  -0.812254  -5.803838  -1.471844
H  -1.568261  -3.579617  -2.239650
N  -3.217437  2.514323  -0.214474
C  -3.261259  3.235919  0.964723
C  -4.029457  4.407739  1.004303
C  -4.209093  5.098227  2.183765
C  -3.647278  4.631030  3.367690
C  -2.867237  3.491330  3.328618
C  -2.623080  2.799968  2.138924
P  -1.465410  1.379373  2.110710
C  -1.960144  0.491025  3.631056
C  -1.338541  0.679720  4.862518
C  -1.775554  -0.017589  5.981058
C  -2.833548  -0.908373  5.876701
C  -3.447286  -1.113095  4.648535
C  -3.005523  -0.425364  3.530542
C  0.146065  2.125774  2.563217
C  0.335323  3.469454  2.866338
C  1.606500  3.953773  3.151840
C  2.698906  3.101811  3.139418
C  2.517836  1.758545  2.834796
C  1.253799  1.275188  2.541147
H  -2.626220  1.703921  -0.239386
H  -3.276180  3.017848  -1.081726
H  -4.508447  4.749089  0.093958
H  -4.811293  5.998290  2.185371
H  -3.812204  5.151650  4.301241
H  -2.416991  3.124298  4.243499
H  -0.506478  1.368367  4.945893
H  -1.285875  0.134852  6.934717
H  -3.170155  -1.455555  6.748052
H  -4.256976  -1.825706  4.558855
H  -3.465737  -0.608979  2.566263
H  -0.499584  4.156708  2.853550
H  1.737784  5.004269  3.379431
H  3.688326  3.481960  3.360940
H  3.365597  1.084928  2.816245
H  1.131026  0.222894  2.306247
Cl  -0.201219  -2.763161  4.316050
C  -0.026620  -3.578803  2.750881
Cl  1.611061  -4.240606  2.604841
Cl  -1.191851  -4.901751  2.635472
C  -0.277324  -2.490913  1.656065
O  0.694179  -1.752577  1.391818
O  -1.412603  -2.431944  1.148936
C  -0.507674  -1.162220  -4.913423
As  -2.179737  -0.469243  -4.268520
C  -3.488256  -1.836619  -4.627447
C  -2.752517  1.055046  -5.286784
O  -2.165874  -0.137144  -2.641945
H  -0.325687  -0.805062  -5.924564
H  -0.544311  -2.249955  -4.886955
H  0.275867  -0.801450  -4.252775
H  -3.655976  -1.937682  -5.699299
H  -4.416208  -1.557718  -4.131519
H  -3.135141  -2.784677  -4.225313
H  -2.345863  1.012049  -6.294937
H  -2.376860  1.941034  -4.784347
H  -3.840832  1.064780  -5.318132
N  0.300713  1.882403  -4.531486
H  0.083125  2.121045  -3.562726
H  0.255274  2.750182  -5.055961
H  1.284032  1.627224  -4.509360

Atomic forces in eV per Å
Ba -0.6 0.6 0.4
N 0.0 0.0 -0.1
C -0.1 -0.2 0.2
S -0.1 0.2 0.0
N -0.1 0.1 -0.1
N 0.9 -0.1 -0.2
C -0.3 -0.3 0.1
C 0.0 0.1 -0.1
C 0.0 0.0 0.0
C 0.0 0.0 0.0
C 0.0 0.0 0.0
C 0.0 0.0 0.0
C 0.0 0.0 0.0
C 0.1 0.1 0.1
C 0.1 0.1 0.0
C -0.1 0.0 0.0
C 0.1 -0.1 0.0
C -0.1 0.1 -0.1
N 0.2 -0.4 -0.1
H 0.0 0.0 0.0
H 0.0 0.0 0.0
H 0.0 0.0 0.0
H 0.0 0.0 0.0
H 0.0 0.0 0.0
H 0.0 0.0 0.0
H 0.0 0.0 0.0
H 0.0 0.0 0.0
H 0.0 0.0 0.0
H 0.0 0.0 0.0
H 0.0 0.0 0.0
N -0.1 -0.1 0.0
C 0.0 0.0 0.0
C 0.0 0.0 0.0
C 0.0 0.0 0.0
C 0.0 0.0 0.0
C 0.0 0.0 0.0
C 0.0 0.0 0.0
P -0.1 0.2 0.0
C 0.2 0.0 0.0
C 0.0 0.0 0.0
C 0.0 0.0 0.0
C 0.0 0.0 0.0
C 0.0 0.0 0.0
C 0.0 0.0 0.0
C 0.0 0.0 0.0
C 0.0 0.0 -0.1
C 0.0 0.0 0.0
C 0.0 0.0 0.0
C 0.0 0.0 0.0
C 0.0 -0.1 0.1
H 0.1 0.1 0.0
H 0.0 0.0 0.0
H 0.0 0.0 0.0
H 0.0 0.0 0.0
H 0.0 0.0 0.0
H 0.0 0.0 0.0
H 0.0 0.0 0.0
H 0.0 0.0 0.0
H 0.0 0.0 0.0
H 0.0 0.0 0.0
H 0.0 0.0 0.0
H 0.0 0.0 0.0
H 0.0 0.0 0.0
H 0.0 0.0 0.0
H 0.0 0.0 0.0
H 0.0 0.0 0.0
Cl 0.0 0.0 0.0
C 0.0 0.0 0.0
Cl 0.0 0.0 0.0
Cl 0.0 0.0 0.0
C 0.0 0.1 -0.3
O 0.1 -0.1 0.1
O -0.1 -0.2 0.1
C 0.0 0.0 0.0
As 0.0 0.0 0.0
C 0.0 0.0 0.0
C 0.0 0.0 0.0
O -0.1 -0.1 -0.2
H 0.0 0.0 0.0
H 0.0 0.0 0.0
H 0.0 0.0 0.0
H 0.0 0.0 0.0
H 0.0 0.0 0.0
H 0.0 0.0 0.0
H 0.0 0.0 0.0
H 0.0 0.0 0.0
H 0.0 0.0 0.0
N 0.0 0.0 0.0
H 0.1 0.0 0.0
H 0.0 0.0 0.0
H 0.0 0.0 0.0

Atomic partial charges in e from the Mulliken method, atoms 1 to 6:
1. Ba 1.4493
2. N -0.4290
3. C 0.3216
4. S -0.3953
5. N -1.1500
6. N 0.4749

This record from the OMol25 dataset describes a structure of composition C6H8MnO5 in a non-equilibrium geometry. The level of theory is wB97M-V/def2-TZVPD.

The value obtained for the relative energy (zero: lowest compared OMol25 entry of this formula, charge and spin) is 0.0 kJ/mol. As for the expectation value of S²: 8.78. Its net charge is +2. The spin multiplicity is 6. For the gap between HOMO and LUMO (alpha / beta), the calculation gives 8.293 / 5.333 eV.

Geometry (Å):
Mn  0.029913  0.706729  -1.471425
C  0.134699  2.060770  -0.285052
O  0.200609  2.771937  0.635901
C  0.008464  1.644853  -3.001608
O  0.005268  2.474699  -3.816929
C  -1.795119  0.450109  -1.390805
O  -2.908245  0.415921  -1.044906
C  1.846448  0.368668  -1.465686
O  2.961287  0.253141  -1.164026
H  -0.061182  -3.084726  -3.333558
H  -0.063981  -2.625420  -3.922959
C  0.317288  -0.209530  2.981522
C  -0.648688  -0.713128  1.935780
O  0.042838  -1.095298  0.722896
H  1.041364  -0.977240  3.261733
H  -0.181070  0.116850  3.891489
H  0.869669  0.644097  2.585241
H  -1.206621  -1.600340  2.254602
H  -1.385503  0.036371  1.633205
H  0.792564  -1.638462  0.994585

Atomic forces in eV per Å
Mn -0.1 -5.6 1.3
C 0.6 8.0 9.3
O -0.3 -3.5 -4.9
C -0.1 8.0 -10.0
O 0.0 -4.2 3.9
C -11.0 -1.9 2.7
O 5.7 0.3 -2.1
C 10.4 -2.6 2.1
O -5.2 0.7 -1.7
H 0.0 0.1 -0.1
H 0.0 -0.1 0.1
C 0.1 0.1 -0.2
C -0.4 -0.4 0.3
O 0.2 0.8 -0.9
H -0.1 0.0 0.0
H -0.2 -0.1 0.0
H 0.1 0.1 0.1
H 0.1 0.2 0.2
H 0.1 0.0 0.1
H 0.1 -0.2 -0.2

Atomic partial charges in e from the Mulliken method, atoms 1 to 6:
1. Mn 0.1887
2. C 0.3396
3. O 0.0012
4. C 0.4057
5. O -0.0429
6. C 0.5445